Record 1
Density functional theory data (the ωB97M-V functional and the def2-TZVPD basis) for a structure of composition C42H38ClFN5O3PSTa.

Geometry as XYZ:
```
93
Properties=species:S:1:pos:R:3
Ta -0.06 -0.92 -0.72
C 2.83 4.33 -1.09
C 3.30 3.00 -0.65
N 4.51 2.66 -0.35
N 4.43 1.34 0.01
C 3.19 0.86 -0.05
S 2.60 -0.67 0.35
N 2.47 1.90 -0.47
N 1.11 1.75 -0.71
H 3.68 5.01 -1.15
H 2.10 4.74 -0.38
H 2.35 4.27 -2.07
H 5.25 0.84 0.31
H 0.58 1.97 0.13
H 0.81 2.37 -1.46
C 1.48 -2.06 6.48
C 2.31 -1.56 5.48
C 1.80 -1.36 4.20
C 0.47 -1.66 3.92
C -0.37 -2.13 4.93
C 0.15 -2.33 6.21
P -0.10 -1.47 2.20
C -1.91 -1.67 2.32
C -2.63 -0.57 2.77
C -4.02 -0.61 2.83
C -4.69 -1.76 2.43
C -3.97 -2.86 1.97
C -2.58 -2.82 1.92
C 0.47 -3.01 1.44
C 0.88 -4.17 2.08
C 1.36 -5.23 1.32
C 1.42 -5.13 -0.06
C 0.99 -3.98 -0.70
C 0.53 -2.89 0.04
H 1.88 -2.23 7.48
H 3.35 -1.34 5.69
H 2.45 -0.99 3.41
H -1.41 -2.35 4.73
H -0.50 -2.70 6.99
H -2.10 0.33 3.06
H -4.58 0.25 3.17
H -5.77 -1.81 2.47
H -4.49 -3.76 1.66
H -2.03 -3.68 1.56
H 0.83 -4.25 3.17
H 1.70 -6.13 1.82
H 1.82 -5.95 -0.65
H 1.02 -3.92 -1.79
F -1.83 -1.53 -0.80
C -2.67 4.03 2.87
C -1.84 4.45 1.68
C -0.92 5.47 1.76
C -0.13 5.81 0.66
Cl 1.04 7.09 0.80
C -0.27 5.14 -0.53
C -1.21 4.13 -0.64
C -1.99 3.79 0.46
O -2.94 2.80 0.43
C -2.91 1.97 -0.71
C -1.59 1.25 -0.80
O -1.03 1.07 -1.90
O -1.04 0.77 0.27
H -2.34 4.53 3.77
H -2.60 2.95 3.01
H -3.73 4.25 2.70
H -0.80 6.02 2.69
H 0.34 5.42 -1.38
H -1.33 3.63 -1.59
H -3.09 2.51 -1.64
H -3.69 1.23 -0.58
C -2.00 -3.22 -5.39
C -0.68 -3.63 -5.21
C 0.12 -3.00 -4.28
C -0.38 -1.97 -3.50
C -1.69 -1.55 -3.67
C -2.50 -2.18 -4.61
N 0.52 -1.29 -2.57
C 1.47 -0.44 -3.26
C 1.04 0.42 -4.27
C 1.93 1.31 -4.86
C 3.26 1.36 -4.44
C 3.70 0.48 -3.46
C 2.81 -0.43 -2.89
H -2.63 -3.70 -6.13
H -0.28 -4.44 -5.81
H 1.16 -3.30 -4.16
H -2.08 -0.72 -3.11
H -3.52 -1.85 -4.74
H 0.00 0.40 -4.58
H 1.58 1.97 -5.64
H 3.95 2.05 -4.90
H 4.73 0.48 -3.15
H 3.16 -1.16 -2.17
```

HOMO = -10.64 eV
total charge = +1
2S+1 = 1
relative energy (zero: lowest compared OMol25 entry of this formula, charge and spin) = 34.9 kcal/mol
max |F| = 1.0 eV/A

Results of the Mulliken charge analysis, in e, for atoms 1 through 2: 1.1782, -0.8703

Record 2
Density functional theory data (the ωB97M-V functional and the def2-TZVPD basis) for a structure of composition C42H38N14O2ReS at a distorted geometry.

Geometry as XYZ:
```
98
Properties=species:S:1:pos:R:3
Re -0.14 0.54 1.31
C 5.38 0.02 4.85
C 5.56 1.34 4.45
C 4.57 2.04 3.79
C 3.39 1.37 3.51
C 2.17 1.77 2.86
N 1.29 0.71 2.81
C 1.90 -0.37 3.40
N 1.38 -1.56 3.59
C 0.21 -1.94 3.12
C -0.50 -3.08 3.65
C -0.19 -4.01 4.63
C -1.17 -4.94 4.96
C -2.43 -4.91 4.36
C -2.75 -3.97 3.40
C -1.77 -3.06 3.04
C -1.77 -1.92 2.15
N -2.83 -1.54 1.50
C -3.00 -0.36 0.97
N -2.18 0.73 1.12
C -2.72 1.78 0.44
N -2.27 3.01 0.39
C -1.12 3.41 0.85
N -0.05 2.61 1.18
C 0.87 3.39 1.82
N 1.94 2.99 2.45
C 0.44 4.78 1.80
C 1.00 5.92 2.34
C 0.26 7.09 2.24
C -0.98 7.11 1.61
C -1.54 5.96 1.06
C -0.82 4.79 1.18
C -3.96 1.37 -0.18
C -4.88 2.04 -0.97
C -5.97 1.32 -1.43
C -6.16 -0.02 -1.08
C -5.25 -0.69 -0.28
C -4.14 0.02 0.16
N -0.55 -1.31 2.17
C 3.22 0.01 3.86
C 4.21 -0.67 4.55
H 6.16 -0.48 5.40
H 6.50 1.83 4.68
H 4.70 3.07 3.51
H 0.77 -4.00 5.13
H -0.96 -5.68 5.71
H -3.17 -5.63 4.66
H -3.74 -3.91 2.96
H 1.96 5.89 2.82
H 0.66 8.01 2.65
H -1.53 8.04 1.56
H -2.50 5.98 0.58
H -4.74 3.08 -1.22
H -6.70 1.80 -2.07
H -7.03 -0.54 -1.45
H -5.40 -1.72 0.01
H 4.07 -1.70 4.85
N 1.98 0.52 0.13
C 1.89 0.11 -1.27
C 2.83 0.89 -2.20
C 3.62 -0.03 -3.13
C 4.11 0.69 -4.39
N 3.02 1.13 -5.23
C 2.25 0.34 -5.98
N 2.49 -0.96 -6.09
N 1.25 0.87 -6.68
C 0.42 0.19 -1.81
O 0.26 0.21 -3.01
O -0.51 0.18 -0.94
H 2.29 1.49 0.19
H 2.64 -0.07 0.63
H 2.11 -0.97 -1.32
H 3.53 1.49 -1.61
H 2.23 1.58 -2.80
H 2.97 -0.86 -3.42
H 4.48 -0.44 -2.61
H 4.77 0.03 -4.97
H 4.69 1.57 -4.12
H 2.73 2.09 -5.14
H 3.24 -1.41 -5.59
H 1.94 -1.53 -6.71
H 1.03 1.85 -6.61
H 0.65 0.30 -7.24
S 0.41 -2.88 -0.46
C -0.94 -3.28 -1.40
N -1.15 -4.57 -1.69
C -2.26 -5.04 -2.49
C -2.66 -3.93 -3.46
C -2.90 -2.64 -2.69
N -1.76 -2.35 -1.86
H -0.52 -5.24 -1.28
H -3.11 -5.30 -1.84
H -1.95 -5.94 -3.02
H -3.55 -4.22 -4.01
H -1.85 -3.78 -4.18
H -3.80 -2.73 -2.08
H -3.05 -1.81 -3.39
H -1.54 -1.38 -1.63
```

HOMO (spin up / spin down) = -11.15 / -11.64 eV
expectation value of S² = 0.931
total charge = +2
2S+1 = 2
max |F| = 2.4 eV/A

Results of the Mulliken charge analysis, in e, for atoms 1 through 2: 1.3927, -0.6810

Record 3
Density functional theory data (the ωB97M-V functional and the def2-TZVPD basis) for a structure of composition C42H38N2NiO3Sb2.

Geometry as XYZ:
```
88
Properties=species:S:1:pos:R:3
Ni -1.02 0.93 0.59
C -0.09 0.83 5.19
O 1.01 1.49 4.57
C 0.67 2.64 3.90
C 1.18 3.84 4.34
C 0.91 5.03 3.67
C 0.11 4.98 2.55
C -0.39 3.77 2.06
C -1.22 3.83 0.87
N -1.55 2.78 0.21
N -2.42 2.91 -0.87
C -2.91 1.73 -1.13
O -2.65 0.65 -0.45
C -3.82 1.56 -2.30
C -4.60 0.41 -2.40
C -5.43 0.24 -3.50
C -5.48 1.20 -4.49
C -4.70 2.35 -4.39
C -3.87 2.53 -3.30
C -0.11 2.55 2.72
O -0.48 1.36 2.33
H 0.32 -0.03 5.71
H -0.81 0.50 4.44
H -0.57 1.49 5.91
H 1.80 3.83 5.23
H 1.31 5.97 4.03
H -0.13 5.89 2.01
H -1.60 4.79 0.53
H -4.54 -0.34 -1.63
H -6.04 -0.65 -3.57
H -6.13 1.06 -5.35
H -4.73 3.10 -5.17
H -3.26 3.41 -3.20
C 0.53 -2.96 1.30
C 1.88 -2.28 1.56
C 1.77 -1.10 2.52
Sb 3.27 0.45 2.43
C 4.63 -0.69 1.23
C 5.29 -1.76 1.84
C 6.18 -2.56 1.14
C 6.44 -2.29 -0.20
C 5.81 -1.22 -0.82
C 4.91 -0.43 -0.10
C 2.44 1.54 0.78
C 2.63 2.92 0.72
C 2.16 3.66 -0.36
C 1.49 3.03 -1.40
C 1.30 1.65 -1.36
C 1.76 0.93 -0.28
Sb -0.78 -1.71 0.17
C -0.01 -1.97 -1.78
C 1.17 -2.64 -2.07
C 1.64 -2.70 -3.37
C 0.93 -2.10 -4.40
C -0.26 -1.43 -4.12
C -0.72 -1.36 -2.81
C -2.53 -2.87 0.01
C -2.60 -3.95 -0.86
C -3.77 -4.70 -0.96
C -4.87 -4.37 -0.18
C -4.81 -3.29 0.68
C -3.65 -2.54 0.78
H 0.02 -3.19 2.24
H 0.64 -3.91 0.76
H 2.33 -1.97 0.61
H 2.58 -3.01 1.96
H 1.74 -1.46 3.56
H 0.83 -0.54 2.40
H 5.10 -1.99 2.89
H 6.67 -3.39 1.64
H 7.14 -2.90 -0.75
H 6.01 -1.00 -1.86
H 4.42 0.39 -0.61
H 3.13 3.44 1.53
H 2.31 4.73 -0.38
H 1.12 3.61 -2.24
H 0.78 1.15 -2.17
H 1.67 -0.15 -0.30
H 1.74 -3.12 -1.28
H 2.57 -3.22 -3.58
H 1.30 -2.15 -5.41
H -0.82 -0.96 -4.92
H -1.65 -0.83 -2.61
H -1.75 -4.21 -1.48
H -3.81 -5.54 -1.64
H -5.78 -4.95 -0.26
H -5.67 -3.02 1.28
H -3.62 -1.68 1.43
```

HOMO (spin up / spin down) = -7.58 / -7.60 eV
expectation value of S² = 2.006
total charge = 0
2S+1 = 3
relative energy (zero: lowest compared OMol25 entry of this formula, charge and spin) = 0.0 kcal/mol
max |F| = 0.5 eV/A

Results of the Mulliken charge analysis, in e, for atoms 1 through 2: 0.7855, -0.7337